(1)
Density functional theory data (wB97M-V/def2-TZVPD) for a cluster of 2 separate species, C5H12NS2 in total at a distorted geometry.

Geometry as ORCA input:
```
! RIJCOSX wB97M-V def2-TZVPD def2/J DEFGRID3
* xyz 1 1
C 0.0069 0.1889 0.0693
C -1.3051 -0.3437 0.1300
C 1.0759 -0.1675 -0.9157
C -1.6597 -1.3469 -1.9874
C 1.2432 1.9393 1.4216
N 0.6238 0.6151 1.3005
S -1.2822 1.4084 -0.3127
S -2.2008 -1.1575 1.3946
H 2.0519 0.4975 -0.7672
H 0.6977 0.2439 -1.8408
H 1.4318 -1.2037 -0.8500
H -1.3782 -0.3714 -2.4518
H -2.5986 -1.6535 -2.4663
H -0.8053 -2.0312 -1.7739
H 1.6807 2.0588 2.3816
H 1.9609 2.1920 0.6734
H 0.4458 2.6566 1.2464
H -0.0974 0.4103 2.1579
H 1.2578 -0.0562 1.5977
H -3.3623 -1.1699 0.7852
*
```

Its lowest unoccupied orbital energy (spin up / spin down) is -3.914 / -3.911 eV. The calculation puts the HOMO-LUMO gap (spin up / spin down) at 8.03 / 8.03 eV. For the total energy, the calculation gives -28528.70712 eV. The largest force on an atom is 5.38 eV/A. The value obtained for the energy above the lowest of the compared OMol25 structures with the same formula, charge and spin is 5.4665 eV. For the HOMO energy (spin up / spin down), the calculation gives -11.94 / -11.94 eV.



(2)
Density functional theory data (wB97M-V/def2-TZVPD) for a structure of composition C17H26Br4CaClF2KNO7S at a distorted geometry.

Geometry as ORCA input:
```
! RIJCOSX wB97M-V def2-TZVPD def2/J DEFGRID3
* xyz -1 1
C 3.2110 -2.2379 0.4475
C 2.7700 -1.5929 -0.8797
N 2.1400 -0.2383 -0.6804
S 0.5810 -0.3865 -1.5275
C -0.6890 0.6511 -0.7870
C -1.9152 -0.2811 -0.7386
O -3.1480 0.1648 -0.5844
C -1.6547 -1.7859 -0.8434
C -1.2485 -2.4615 0.3127
C -0.9553 -3.8307 0.2502
C -1.0833 -4.4906 -0.9540
C -1.5071 -3.8399 -2.1200
C -1.7803 -2.4780 -2.0594
H 2.4315 -2.1713 1.2272
H 4.2197 -1.8273 0.7606
H 3.3654 -3.4243 0.2624
H 2.0138 -2.2751 -1.3145
H 3.6092 -1.5604 -1.5808
H 2.7025 0.4161 -1.2636
H 0.7053 0.1281 -2.7869
H -0.9490 1.4918 -1.4663
H -0.4030 1.0863 0.1985
H -1.1419 -1.8873 1.2356
H -0.6079 -4.3369 1.1521
H -0.8606 -5.5580 -1.0134
H -1.5991 -4.3781 -3.0642
H -2.0846 -1.8957 -2.9305
Br 5.8856 -1.3543 -0.3390
Ca -3.6402 0.0583 1.6135
C -5.8937 -1.9102 6.1507
C -5.2875 -0.9920 5.0946
O -5.6332 0.2092 5.1509
O -4.4751 -1.5051 4.2533
H -6.5570 -1.3442 6.8095
H -6.4573 -2.7024 5.6717
H -5.1006 -2.3599 6.7524
O -0.2537 0.9266 3.0563
H 0.2323 1.0855 2.2378
H 0.4301 0.6962 3.6939
C -2.2791 4.7105 -2.1763
C -1.5637 4.5943 -0.8579
O -1.4800 5.9374 -0.4228
C -2.5616 6.5803 -0.9607
O -2.9591 7.6372 -0.6033
O -3.1243 5.8423 -1.9565
F -0.3122 4.1056 -1.0189
H -1.5960 4.9203 -3.0016
H -2.8621 3.8240 -2.4175
H -2.0892 3.9996 -0.1101
Br 4.1556 -4.4173 -0.9087
Br 4.3123 1.0583 -3.4217
C 5.1851 2.7613 -3.0605
C 5.2870 3.0285 -1.5835
Br 3.5832 3.6059 -0.8596
H 4.6280 3.5243 -3.5957
H 6.1766 2.6655 -3.4994
H 5.9718 3.8523 -1.3899
H 5.6006 2.1573 -1.0131
F -5.5123 -3.3144 4.0273
K 7.9049 -1.9576 0.8779
Cl 4.1627 -6.9242 -1.4454
*
```

Its lowest unoccupied orbital energy is -0.565 eV. The calculation puts the HOMO-LUMO gap at 1.66 eV. For the total energy, the calculation gives -377591.16768 eV. The largest force on an atom is 4.18 eV/A. For the HOMO energy, the calculation gives -2.23 eV.



(3)
Density functional theory data (wB97M-V/def2-TZVPD) for a structure of composition C29H61BBrF3N3NbO4P at a distorted geometry.

Geometry as ORCA input:
```
! RIJCOSX wB97M-V def2-TZVPD def2/J DEFGRID3
* xyz -1 3
C -1.8682 -1.1890 2.0281
B -1.0884 -0.3629 0.8632
O 0.2534 0.1075 1.2121
Nb -1.9198 0.1599 -1.2242
Br -1.3443 2.7259 -0.8482
C -3.9347 0.4833 -0.2747
C -5.2018 0.7903 -1.1864
C -6.1750 -0.5044 -1.3164
C -7.7131 -0.0765 -1.0255
N -8.4853 -1.2656 -0.5557
C -8.2614 -2.4470 -1.4414
C -9.9252 -1.0167 -0.4967
C -10.7621 -2.0163 0.4405
O -10.5081 -0.1265 -1.1496
P -2.3676 -2.3221 -1.7836
C -0.7729 -3.3380 -1.7432
C -3.7192 -3.0780 -0.7080
C -2.6139 0.6436 -3.3702
F -1.5507 0.3667 -4.3067
F -2.9107 2.0190 -3.5480
F -3.6900 -0.2080 -3.8082
H -1.2815 -1.2170 3.0184
H -2.8562 -0.6652 2.2952
H -2.0941 -2.2566 1.7078
H 0.8987 -0.6142 1.0709
H -0.2518 -0.0854 -1.9058
H -3.8328 1.3566 0.4688
H -4.1709 -0.4269 0.3931
H -5.8471 1.5385 -0.5901
H -5.0144 1.2991 -2.1770
H -5.9394 -1.2568 -0.4838
H -6.0772 -0.9441 -2.3556
H -7.7356 0.6782 -0.1698
H -8.1510 0.3868 -1.9731
H -7.3743 -3.0218 -0.9948
H -9.1368 -3.1665 -1.4557
H -8.0374 -2.1717 -2.5287
H -11.8471 -1.6889 0.5547
H -10.2590 -2.1613 1.4568
H -10.7713 -3.0471 -0.0653
H -0.4967 -3.7434 -0.7168
H 0.1125 -2.7703 -2.1675
H -0.9252 -4.2439 -2.4290
H -3.5344 -4.2144 -0.6898
H -3.7915 -2.6654 0.3426
H -4.7032 -2.9616 -1.2838
C 5.0006 -3.6690 1.3405
C 3.8563 -4.0513 0.3682
C 4.1731 -5.4065 -0.2969
C 5.2587 -5.3182 -1.3650
C 4.9321 -4.2344 -2.3862
C 4.6317 -2.8641 -1.7462
N 3.6500 -2.9559 -0.6256
O 2.4255 -3.1239 -1.1689
C 5.9451 -2.2229 -1.2456
C 4.1620 -1.8980 -2.8628
C 2.6322 -4.2407 1.2973
H 5.9892 -3.9435 0.9728
H 4.9943 -2.5975 1.5589
H 4.8983 -4.1850 2.2991
H 3.2663 -5.8125 -0.7616
H 4.4758 -6.1348 0.4629
H 6.2348 -5.1278 -0.9062
H 5.3487 -6.2833 -1.8733
H 5.7641 -4.1447 -3.0919
H 4.0687 -4.5671 -2.9756
H 5.7462 -1.3007 -0.6933
H 6.5945 -1.9621 -2.0869
H 6.5435 -2.8774 -0.6149
H 3.2870 -2.2693 -3.4003
H 4.9500 -1.7602 -3.6091
H 3.9212 -0.9131 -2.4538
H 2.3666 -3.3029 1.7943
H 2.8490 -4.9775 2.0761
H 1.7523 -4.6105 0.7662
C 3.5321 7.3728 1.4121
C 3.7818 6.2887 2.4905
C 4.8361 5.2847 1.9807
C 4.2985 4.3270 0.9215
C 3.0278 3.6362 1.4036
C 1.9495 4.6200 1.8987
N 2.4914 5.6328 2.8567
O 2.6708 5.0181 4.0466
C 1.2979 5.3309 0.6923
C 0.7839 3.7987 2.5040
C 4.3954 7.0799 3.6717
H 3.5500 6.9819 0.3953
H 2.5775 7.8811 1.5740
H 4.3068 8.1448 1.4360
H 5.2181 4.6901 2.8198
H 5.6992 5.8226 1.5733
H 4.1101 4.8588 -0.0170
H 5.0589 3.5736 0.6927
H 2.6272 3.0174 0.5949
H 3.2984 2.9434 2.2103
H 0.6051 6.1102 1.0215
H 0.7245 4.6213 0.0905
H 2.0128 5.7776 0.0037
H 1.1075 3.1440 3.3163
H 0.3333 3.1527 1.7449
H -0.0028 4.4565 2.8847
H 3.6825 7.8080 4.0700
H 5.2838 7.6301 3.3478
H 4.7206 6.4329 4.4894
*
```

Its lowest unoccupied orbital energy (spin up / spin down) is 1.664 / 1.558 eV. The calculation puts the HOMO-LUMO gap (spin up / spin down) at 6.01 / 5.90 eV. For the total energy, the calculation gives -133426.08213 eV. The largest force on an atom is 4.14 eV/A. For the HOMO energy (spin up / spin down), the calculation gives -4.34 / -4.34 eV.